Run w
C3H6N2O2 | wB97M-V/def2-TZVPD

Last column: Löwdin charge in e.
CARTESIAN COORDINATES (ANGSTROEM)
1 C -1.664 -0.414 -0.789  -0.0651
2 O -1.277 -0.018 0.523  -0.0453
3 C 0.052 0.160 0.665  -0.5420
4 N 0.786 1.060 -0.237  0.1104
5 O 2.011 0.307 0.014  -0.0601
6 C 1.291 -0.630 0.799  -0.2168
7 N 0.666 -0.005 1.945  0.1584
8 H -2.683 -0.795 -0.703  0.0903
9 H -1.004 -1.203 -1.166  0.0968
10 H -1.638 0.432 -1.481  0.0874
11 H 0.926 1.985 0.179  0.1215
12 H 1.622 -1.661 0.807  0.1492
13 H 1.163 0.808 2.306  0.1153

***

Run x
C3H6N2O2 | wB97M-V/def2-TZVPD

Last column: Löwdin charge in e.
CARTESIAN COORDINATES (ANGSTROEM)
1 H 1.955 0.527 -1.924  0.0618
2 N 1.306 0.168 -1.229  0.0990
3 C 1.644 0.556 -0.069  -0.2988
4 O 0.995 0.244 1.052  -0.0382
5 C -0.070 -0.716 0.989  -0.0889
6 C -1.413 -0.110 0.552  -0.5162
7 N -1.553 0.063 -0.785  0.1643
8 O -2.281 0.135 1.371  0.0504
9 H 2.503 1.187 0.175  0.1382
10 H 0.224 -1.543 0.335  0.1263
11 H -0.197 -1.058 2.015  0.1305
12 H -2.384 0.536 -1.106  0.1119
13 H -0.730 0.012 -1.377  0.0596

***

Run y
C3H6N2O2 | wB97M-V/def2-TZVPD

Last column: Löwdin charge in e.
CARTESIAN COORDINATES (ANGSTROEM)
1 H 2.763 1.076 -1.135  0.0551
2 N 2.176 0.339 -0.756  0.1232
3 C 1.615 0.755 0.293  -0.3213
4 O 0.902 -0.063 1.142  -0.0759
5 C 0.034 -0.928 0.445  -0.1153
6 C -0.961 0.038 -0.211  -0.4915
7 N -2.255 -0.329 -0.355  0.1681
8 O -0.597 1.150 -0.548  0.0559
9 H 1.654 1.760 0.709  0.1342
10 H 0.612 -1.520 -0.271  0.1224
11 H -0.445 -1.619 1.150  0.1286
12 H -2.851 0.449 -0.603  0.1158
13 H -2.649 -1.109 0.138  0.1008

***

Run z
C3H6N2O2 | wB97M-V/def2-TZVPD

Last column: Löwdin charge in e.
CARTESIAN COORDINATES (ANGSTROEM)
1 C -0.907 1.263 -0.048  -0.0568
2 C 1.609 0.123 -0.062  -0.5599
3 C 0.331 -0.294 -0.604  -0.1480
4 N -1.903 0.865 0.600  0.0507
5 N -0.322 -1.455 -0.013  0.0423
6 O 2.098 -0.797 0.788  0.1168
7 O 2.212 1.149 -0.301  0.0917
8 H -0.737 2.324 -0.195  0.0849
9 H 0.178 -0.167 -1.696  0.1383
10 H -2.497 1.637 0.720  0.0239
11 H -0.901 -1.816 -0.826  0.1264
12 H -0.756 -1.236 0.794  0.0150
13 H 1.595 -1.593 0.844  0.0745

***

We find run x to be the most stable, with the next structure 0.549 eV higher.

***

Run w
C8H8ClNO3 | wB97M-V/def2-TZVPD

Last column: Löwdin charge in e.
CARTESIAN COORDINATES (ANGSTROEM)
1 C 1.114 -0.699 3.103  -0.0026
2 C 1.387 0.632 2.588  -0.0329
3 C 0.531 -1.538 2.150  -0.0623
4 C 1.115 1.009 1.262  -0.0084
5 C 0.268 -1.164 0.877  -0.0253
6 C 0.583 0.034 0.363  -0.2358
7 C -0.624 -0.392 -3.072  -0.0734
8 C 0.259 0.394 -0.971  -0.6147
9 N -2.873 1.358 -1.139  -0.2452
10 O -3.239 0.819 -2.156  -0.0636
11 O -1.809 1.150 -0.547  -0.1145
12 O 0.010 -0.644 -1.850  -0.0988
13 Cl 0.771 1.877 -1.521  0.9130
14 H 1.354 -1.039 4.148  0.1244
15 H 1.823 1.308 3.239  0.0742
16 H 0.293 -2.501 2.315  0.0751
17 H 1.340 1.981 0.998  0.0643
18 H -0.092 -1.908 0.335  0.0900
19 H -0.361 0.695 -3.331  0.0825
20 H -1.712 -0.467 -2.962  0.0819
21 H -0.137 -0.904 -3.830  0.0719

***

Run x
C8H8ClNO3 | wB97M-V/def2-TZVPD

Last column: Löwdin charge in e.
CARTESIAN COORDINATES (ANGSTROEM)
1 C -1.849 -0.811 -1.994  -0.0781
2 C -1.267 -0.982 -0.618  -0.1602
3 C -0.072 -1.520 -0.369  -0.1722
4 C 0.415 -1.740 0.984  -0.0759
5 C 0.763 -0.805 1.930  -0.0873
6 C 0.616 0.620 1.747  -0.0228
7 C 0.859 1.328 0.588  -0.1073
8 C 0.682 2.808 0.458  -0.8196
9 O 1.032 3.412 -0.496  0.0683
10 Cl 0.279 3.709 1.857  0.7574
11 N 1.205 0.708 -0.754  -0.3736
12 O 0.475 0.859 -1.697  0.0763
13 O 2.275 0.168 -0.790  0.1195
14 H -1.220 -0.052 -2.524  0.0735
15 H -2.901 -0.488 -1.821  0.0825
16 H -1.752 -1.838 -2.441  0.0960
17 H -1.799 -0.675 0.277  0.1167
18 H 0.617 -1.918 -1.142  0.1388
19 H 0.748 -2.806 1.199  0.1324
20 H 0.729 -1.174 2.977  0.1136
21 H 0.167 1.198 2.628  0.1222

***

We find run x to be the most stable, with the next structure 0.328 eV higher.

***

Run w
C2H5NO2 | wB97M-V/def2-TZVPD

Last column: Löwdin charge in e.
CARTESIAN COORDINATES (ANGSTROEM)
1 N 1.034 -0.245 -1.509  -0.0123
2 C 1.057 -0.155 -0.068  -0.2077
3 C -0.337 0.024 0.501  -0.5684
4 O -0.645 -0.509 1.543  0.0903
5 O -1.081 0.819 -0.221  0.0995
6 H 0.601 -1.209 -1.774  0.1206
7 H 0.406 0.464 -1.942  0.0783
8 H 1.620 0.615 0.350  0.1007
9 H 1.505 -0.995 0.424  0.1184
10 H -1.879 1.143 0.323  0.1806

***

Run x
C2H5NO2 | wB97M-V/def2-TZVPD

Last column: Löwdin charge in e.
CARTESIAN COORDINATES (ANGSTROEM)
1 C -1.300 -0.086 0.090  -0.0802
2 N -0.012 0.036 0.760  0.0182
3 C 1.178 0.039 0.086  -0.6215
4 O 2.262 -0.031 0.606  0.0867
5 O 1.007 0.154 -1.264  0.0884
6 H -1.440 0.670 -0.686  0.0815
7 H -1.395 -1.071 -0.348  0.0821
8 H -2.079 0.052 0.836  0.0830
9 H 0.059 0.585 1.601  0.1379
10 H 1.721 -0.348 -1.681  0.1239

***

Run y
C2H5NO2 | wB97M-V/def2-TZVPD

Last column: Löwdin charge in e.
CARTESIAN COORDINATES (ANGSTROEM)
1 O -0.828 -0.485 1.819  -0.0014
2 C 0.188 -0.821 1.196  -0.2831
3 N 0.706 -0.152 0.032  -0.0027
4 C -0.021 0.849 -0.635  -0.2739
5 O -0.967 0.219 -1.521  -0.0267
6 H 0.441 -1.915 1.346  0.1383
7 H 1.748 -0.225 -0.074  0.1520
8 H -0.510 1.492 0.114  0.1259
9 H 0.689 1.432 -1.249  0.1330
10 H -1.446 -0.394 -1.027  0.0385

***

We find run x to be the most stable, with the next structure 0.647 eV higher.

***

Run w
C2H5NO2 | wB97M-V/def2-TZVPD

Last column: Löwdin charge in e.
CARTESIAN COORDINATES (ANGSTROEM)
1 C -0.184 0.642 -0.120  -0.2935
2 C 0.649 -0.223 -0.962  -0.6918
3 H -1.747 -0.640 0.703  0.1452
4 H -0.544 -0.205 2.102  0.2400
5 H -0.806 1.325 -0.853  0.1638
6 H 0.551 1.532 0.244  0.1833
7 H 0.780 -1.238 0.636  0.2261
8 N -0.717 -0.236 0.793  -0.1074
9 O 0.958 -1.246 -0.462  0.1520
10 O 1.061 0.289 -2.081  -0.0176

***

Run x
C2H5NO2 | wB97M-V/def2-TZVPD

Last column: Löwdin charge in e.
CARTESIAN COORDINATES (ANGSTROEM)
1 O 1.825 -0.151 -0.446  -0.1393
2 C 1.255 -0.011 0.900  -0.2356
3 C -0.249 -0.262 0.698  -0.0803
4 N -0.641 0.178 -0.550  -0.0069
5 O -2.142 0.171 -0.511  -0.1504
6 H 1.128 0.179 -1.075  0.0603
7 H 1.668 -0.801 1.651  0.1328
8 H 1.405 1.148 1.291  0.1620
9 H -0.905 -0.209 1.573  0.1162
10 H -2.305 -0.082 -1.522  0.1414

***

Run y
C2H5NO2 | wB97M-V/def2-TZVPD

Last column: Löwdin charge in e.
CARTESIAN COORDINATES (ANGSTROEM)
1 C -0.399 0.168 -1.344  -0.1124
2 N -0.393 -0.604 -0.157  -0.0365
3 C 0.178 0.211 0.851  -0.5876
4 O -0.355 1.214 1.281  0.1027
5 O 0.930 -0.622 1.646  0.0855
6 H -0.767 -0.375 -2.214  0.0862
7 H -0.946 1.092 -1.175  0.0698
8 H 0.744 0.653 -1.170  0.1476
9 H -0.020 -1.537 -0.227  0.1259
10 H 1.027 -0.201 2.510  0.1188

***

Run z
C2H5NO2 | wB97M-V/def2-TZVPD

Last column: Löwdin charge in e.
CARTESIAN COORDINATES (ANGSTROEM)
1 N 1.762 0.040 0.144  0.0936
2 C 0.676 -0.321 -0.568  -0.3747
3 O 0.085 -1.387 -0.132  -0.0708
4 C -1.195 -0.087 -0.308  -0.1525
5 O -1.222 1.212 0.123  -0.0129
6 H 2.136 -0.588 0.852  0.0969
7 H 2.346 0.787 -0.196  0.0851
8 H -1.448 -0.162 -1.355  0.1107
9 H -1.788 -0.714 0.360  0.1166
10 H -1.352 1.220 1.079  0.1078

***

We find run y to be the most stable, with the next structure 2.590 eV higher.

***

Run w
C2H5NO2 | wB97M-V/def2-TZVPD

Last column: Löwdin charge in e.
CARTESIAN COORDINATES (ANGSTROEM)
1 C 0.278 -0.368 0.367  -0.3270
2 C -0.945 0.417 0.078  -0.5083
3 H 2.023 -0.161 -1.379  0.1998
4 H 1.467 1.656 -0.092  0.2458
5 H 0.144 -1.278 -0.292  0.1146
6 H 0.367 -0.584 1.491  0.1485
7 H -1.986 -1.234 -0.099  0.1312
8 N 1.621 0.149 -0.026  -0.1349
9 O -2.131 -0.249 -0.135  0.0845
10 O -0.837 1.651 0.087  0.0457

***

Run x
C2H5NO2 | wB97M-V/def2-TZVPD

Last column: Löwdin charge in e.
CARTESIAN COORDINATES (ANGSTROEM)
1 N 1.660 0.221 -0.264  -0.0479
2 C 0.432 -0.525 0.109  -0.2535
3 C -0.777 0.416 0.056  -0.5146
4 O -0.585 1.592 0.076  0.0860
5 O -2.087 -0.065 -0.165  0.0678
6 H 1.108 1.132 -0.888  0.1902
7 H 2.044 0.509 0.694  0.0868
8 H 0.080 -1.265 -0.711  0.1299
9 H 0.339 -1.001 1.190  0.1587
10 H -2.215 -1.015 -0.098  0.0966

***

We find run x to be the most stable, with the next structure 2.933 eV higher.

***

Run w
C7H6 | wB97M-V/def2-TZVPD

Computed properties:
⟨S²⟩   2.028
Spin multiplicity   3

Last column: Löwdin spin population.
CARTESIAN COORDINATES (ANGSTROEM)
1 C -1.856 -0.184 0.837  0.4844
2 C -3.035 -0.578 0.498  1.0152
3 C -1.184 -0.514 -0.659  0.1919
4 C 2.090 -0.366 -0.319  0.0513
5 C -0.581 0.632 1.206  0.0395
6 C 1.233 0.678 -0.372  0.0170
7 C -0.191 0.577 -0.085  0.1702
8 H -0.902 -1.558 -0.830  0.0129
9 H -1.748 -0.178 -1.545  0.0032
10 H 1.711 -1.250 -0.008  0.0034
11 H 3.197 -0.275 -0.431  0.0028
12 H -0.242 1.176 2.023  0.0009
13 H 1.508 1.840 -0.316  0.0072

***

Run x
C7H6 | wB97M-V/def2-TZVPD

Computed properties:
⟨S²⟩   2.038
Spin multiplicity   3

Last column: Löwdin spin population.
CARTESIAN COORDINATES (ANGSTROEM)
1 C -0.721 -1.220 -0.052  0.2960
2 C 0.559 -1.562 -0.128  0.4595
3 C -2.117 -0.981 -0.131  0.2094
4 C 1.577 -0.821 -0.044  0.3328
5 C -1.230 0.084 -0.088  0.0607
6 C 2.900 -0.631 0.022  0.5126
7 C -1.249 1.608 -0.054  0.0196
8 H -3.068 -1.310 0.095  0.0153
9 H 3.687 -1.332 0.316  0.0521
10 H 3.355 0.309 0.286  0.0336
11 H -0.338 2.034 -0.650  0.0041
12 H -1.198 1.912 0.947  0.0015
13 H -2.158 1.911 -0.520  0.0029

***

We find run x to be the most stable, with the next structure 1.442 eV higher.